No. 1
Formula: C5H14NO2
Source: OMol25
Level of theory: ωB97M-V with the def2-TZVPD basis set

The geometry in XYZ format:
```
22
Properties=species:S:1:pos:R:3:forces:R:3
C 0.1536 0.5302 -0.9559 -0.090 2.555 -0.834
H -1.1434 -1.0642 2.6729 0.050 -1.556 0.910
H 0.5333 1.8808 -2.6698 0.153 -0.702 0.330
O 0.8009 -1.1591 1.8750 -0.082 0.090 0.032
C -1.1232 0.8271 -0.1628 0.234 -2.750 0.753
O 0.9036 -2.1995 -0.5837 3.161 -1.958 2.702
C -0.3738 -0.5456 2.0865 -2.499 -1.806 -1.580
N -0.1927 1.2929 -2.2518 0.505 -1.582 -0.626
H -0.3968 0.5085 -2.8928 0.137 1.016 -0.126
H 1.5775 2.0642 -0.2425 0.101 5.032 0.495
C -1.3708 -0.4480 0.7859 0.398 1.701 0.315
H -2.4283 -0.3849 1.1007 0.278 0.035 0.408
H 2.3623 0.6467 -0.7364 -1.091 0.457 0.119
H -1.9527 0.8566 -0.9029 0.429 0.365 0.626
H -1.3288 -1.4458 0.2479 0.183 1.310 0.237
H 0.2995 -0.5772 -1.0315 -0.170 1.503 -0.674
H 1.3642 0.5026 0.6694 0.436 1.029 0.140
H -0.9782 1.7905 0.3767 -0.564 -0.654 -0.127
H 1.8736 -2.3518 -0.1556 -3.323 0.684 -1.709
C 1.4196 1.0969 -0.2736 0.070 -7.398 -0.513
H 0.4543 -2.1402 0.3341 0.871 0.580 -0.820
H -0.4538 0.3192 2.7103 0.813 2.050 -0.059
```
Positions in Å, forces in eV/Å.

## Properties
charge = -1
total energy = -10995.156 eV
energy above the lowest of the compared OMol25 structures with the same formula, charge and spin = 236.4 kJ/mol
HOMO-LUMO gap = 6.99 eV
strongest force on any atom = 7.42 eV/Å
HOMO = -2.9 eV



No. 2
Formula: C5H14NO2
Source: OMol25
Level of theory: ωB97M-V with the def2-TZVPD basis set

The geometry in XYZ format:
```
22
Properties=species:S:1:pos:R:3:forces:R:3
H 3.9760 0.8114 0.4682 0.433 1.280 1.154
H 4.5890 -0.7425 -0.1270 -1.053 0.974 -0.149
H -4.1830 0.9583 -0.5837 -0.291 -0.293 0.548
O -3.4029 0.4092 -0.6458 1.255 -0.709 -0.451
C 1.3053 0.5034 0.0923 -1.781 -0.001 2.370
H -0.1705 0.5347 -1.9589 -1.178 -1.512 1.620
C 3.7652 0.0383 -0.1995 0.755 -1.404 -3.272
H -0.9906 -0.9664 -1.5010 -0.157 -0.346 -0.587
H -3.2255 -0.2855 0.0482 -1.133 1.257 -0.359
H 1.5891 0.8323 -2.7330 -0.620 -0.018 0.963
H 1.3963 0.9036 -0.9232 0.369 0.572 -1.475
H 1.3538 1.3566 0.8948 0.422 -1.839 -1.100
H -1.7252 0.4734 -1.0083 -0.679 -0.421 -0.214
H 2.5041 -0.9983 1.2036 -0.495 0.627 -1.681
H 2.0894 -1.4149 -0.5388 0.518 0.706 0.447
C -0.8946 -0.0646 1.2769 -4.472 -2.077 1.512
C 2.4165 -0.5760 0.1279 0.637 -0.868 1.256
N -0.8176 -0.0314 -1.1642 2.510 1.402 -0.486
C -0.0767 -0.0181 0.1146 0.365 1.749 -1.811
O -2.0945 -0.5641 1.3339 4.688 1.740 -0.571
H 3.8331 0.5026 -1.2919 -0.283 -1.040 2.122
H -0.4282 0.1961 2.2218 0.189 0.219 0.163
```
Positions in Å, forces in eV/Å.

## Properties
charge = +1
total energy = -10983.250 eV
energy above the lowest of the compared OMol25 structures with the same formula, charge and spin = 825.4 kJ/mol
HOMO-LUMO gap = 4.63 eV
strongest force on any atom = 5.16 eV/Å
HOMO = -12.9 eV



No. 3
Formula: C5H14NO2
Source: OMol25
Level of theory: ωB97M-V with the def2-TZVPD basis set

The geometry in XYZ format:
```
22
Properties=species:S:1:pos:R:3:forces:R:3
H 0.8105 0.9760 1.0010 -0.126 -0.550 -0.063
C -1.1501 1.8628 0.6538 -2.896 1.992 0.199
N 0.0598 -1.4909 0.1856 -0.943 0.780 0.631
H 2.0676 -0.3502 -1.1306 -0.319 -0.366 0.412
H 1.0878 -1.2321 -2.2669 -0.331 0.191 -0.356
C -0.0717 -0.2821 -0.6579 0.752 -2.382 0.397
C -1.4272 0.6644 1.3480 -1.481 2.576 0.397
H 3.1919 -3.5119 0.1773 0.277 -0.301 -0.067
H -0.8475 -1.8599 0.4477 0.075 -0.142 -0.049
H 0.5513 1.6848 -0.4917 -0.789 0.451 0.123
O -1.9598 2.1827 -0.4317 0.542 -0.849 -0.783
C 0.0427 1.0009 0.2184 2.016 -1.419 -0.179
C 1.0955 -0.3490 -1.6410 0.527 1.594 0.527
H 0.6052 -2.2371 -0.2124 0.299 0.046 -0.149
H -0.8988 2.8003 1.1445 0.845 -0.461 0.527
H 1.1466 0.6235 -2.1462 -0.226 -0.503 -0.833
H -1.0369 -0.3236 -1.1662 0.108 0.561 -0.240
H -1.2250 0.6008 2.4122 1.052 -0.583 -0.311
H -2.3249 0.1695 0.9799 0.880 -0.960 -0.592
H 2.6979 -2.6675 1.3528 -0.027 -0.045 -0.373
H -2.7622 2.6637 -0.2187 -0.067 0.121 0.438
O 2.6608 -2.7458 0.3871 -0.167 0.248 0.345
```
Positions in Å, forces in eV/Å.

## Properties
charge = +1
total energy = -10986.802 eV
energy above the lowest of the compared OMol25 structures with the same formula, charge and spin = 482.6 kJ/mol
HOMO-LUMO gap = 7.07 eV
strongest force on any atom = 3.52 eV/Å
HOMO = -13.1 eV



No. 4
Formula: C5H14NO2
Source: OMol25
Level of theory: ωB97M-V with the def2-TZVPD basis set

The geometry in XYZ format:
```
22
Properties=species:S:1:pos:R:3:forces:R:3
H 0.9789 0.1070 -0.7797 -0.278 0.356 -0.172
H 1.9714 1.2376 -3.1502 0.189 0.079 0.070
C -0.2400 -2.1106 1.3025 -0.223 0.865 0.173
C -1.0506 1.1766 0.1013 0.692 0.369 0.338
H -0.3071 -1.7210 -0.8241 -0.225 -0.032 0.054
H -0.9469 -2.9244 1.2142 0.088 -0.277 -0.090
H -1.0232 -0.6781 2.7402 -0.114 0.123 0.077
C -0.9780 -0.7962 1.6632 0.391 -0.385 0.092
O -0.2912 2.2821 -0.3281 0.352 -0.109 -0.301
C -0.1687 0.3470 1.0190 -1.058 -0.166 0.220
N 0.8693 -0.3281 0.1427 -0.348 -0.197 -0.038
H -1.3730 0.4874 -0.6686 -0.125 0.016 -0.731
C 0.4079 -1.7477 -0.0042 0.051 -0.515 -0.971
H -0.5134 2.5821 -1.2170 -0.150 -0.170 0.115
H 0.2946 0.9148 1.8151 0.439 0.390 -0.329
H -1.9393 1.5228 0.5993 -0.415 -0.025 0.527
H -2.0001 -0.7868 1.2835 0.034 -0.124 -0.052
H 1.7797 -0.2724 0.5494 0.780 -0.091 0.603
H 0.6384 0.7450 -3.6704 0.041 -0.118 0.213
O 1.1779 0.7751 -2.8676 -0.269 -0.070 -0.059
H 0.5167 -2.3611 2.0467 -0.083 -0.035 0.046
H 1.2111 -2.3930 -0.3517 0.231 0.117 0.213
```
Positions in Å, forces in eV/Å.

## Properties
charge = +1
total energy = -10991.100 eV
energy above the lowest of the compared OMol25 structures with the same formula, charge and spin = 67.9 kJ/mol
HOMO-LUMO gap = 11.65 eV
strongest force on any atom = 1.10 eV/Å
HOMO = -14.5 eV



No. 5
Formula: C5H14NO3
Source: OMol25
Level of theory: ωB97M-V with the def2-TZVPD basis set

The geometry in XYZ format:
```
23
Properties=species:S:1:pos:R:3:forces:R:3
H -0.0870 2.8768 -1.0528 1.185 -1.007 -1.237
H 0.0425 0.4210 -2.3913 0.515 0.465 -0.679
H -1.0514 0.2546 1.0904 0.537 1.656 -0.812
H -0.9157 2.0771 0.7240 -0.915 0.692 0.051
H -0.7035 -0.7096 -1.3153 0.330 1.391 0.343
H 2.2056 -0.1409 -1.0262 -0.588 0.645 -0.004
C -1.0744 -2.4488 0.9532 5.413 -5.441 0.885
C -0.4738 0.3890 -1.4611 -0.259 -2.331 0.225
C 1.5289 0.0949 -0.1960 -0.183 -2.446 1.406
H 1.0972 -0.8195 0.2178 0.430 -0.354 -0.510
O -1.5877 -1.3524 0.7533 -4.133 6.972 -1.280
H -1.3799 0.9288 -1.4965 -0.953 0.638 -0.138
O 0.2377 -2.6249 0.8001 2.386 0.410 -0.804
H -2.6231 -3.2622 1.4505 -1.486 -0.249 0.550
H 0.1843 1.1852 1.8703 -0.239 0.395 -2.380
O -1.7285 -3.5084 1.2864 -2.119 -2.980 0.556
N 0.3830 0.9417 -0.3825 0.146 1.403 -1.115
H 1.2284 3.0497 -0.0928 0.019 -2.303 -0.363
H 0.6090 -3.4216 1.2181 -0.617 0.368 0.256
C -0.3990 1.1648 0.8524 0.361 -2.384 3.178
C 0.8527 2.2640 -0.8647 -0.270 3.511 0.940
H 1.9740 0.4969 0.6600 1.685 0.721 0.909
H 1.6807 2.1439 -1.5973 -1.246 0.228 0.021
```
Positions in Å, forces in eV/Å.

## Properties
charge = +1
total energy = -13030.721 eV
multiplicity = 3
energy above the lowest of the compared OMol25 structures with the same formula, charge and spin = 0.0 kJ/mol
HOMO-LUMO gap (spin up / spin down) = 5.42 / 8.23 eV
strongest force on any atom = 8.21 eV/Å
HOMO (spin up / spin down) = -8.0 / -15.6 eV



No. 6
Formula: C5H14NO4
Source: OMol25
Level of theory: ωB97M-V with the def2-TZVPD basis set

The geometry in XYZ format:
```
24
Properties=species:S:1:pos:R:3:forces:R:3
C -0.3739 -1.1851 1.1567 -0.799 0.589 0.248
C 1.7964 0.2988 -0.7144 0.093 0.924 -0.661
O 2.8492 0.1225 -0.0771 -0.268 -0.089 0.233
N -0.4674 -0.7869 -0.2707 0.451 -0.853 0.717
H -0.1199 1.8457 -1.9082 0.189 -0.384 0.399
O 1.4394 3.1287 1.0148 -0.572 0.139 -0.263
H 1.3670 -1.8412 -0.5427 -0.019 0.181 0.363
O 1.4574 1.3859 -1.3070 0.247 -1.233 0.632
C -1.4859 -1.5419 -0.9862 0.050 0.451 -0.796
H 0.8256 -1.1035 -1.9772 -0.666 0.373 0.068
H -2.4519 -1.5409 -0.4856 -0.009 0.305 0.255
H 1.9743 2.3446 0.8755 0.520 -0.324 0.010
O -1.0888 1.8580 -1.7925 -0.883 0.100 -0.087
C -0.6298 -0.0350 2.1352 -0.859 0.375 -0.742
H -1.1456 -1.9397 1.3352 0.263 -0.316 0.075
C 0.8553 -0.9316 -0.8925 0.548 0.027 -0.570
H -0.4021 -0.3497 3.1527 0.429 0.337 0.022
H 0.9020 3.0676 0.2051 0.157 0.137 0.236
H -1.5870 -0.9914 -1.9252 -0.338 -0.341 -0.168
H 0.6112 -1.5732 1.4207 0.012 -0.254 -0.356
H -1.2341 1.1936 -1.0972 0.396 0.231 -0.246
H -0.1386 0.8568 1.7547 0.779 0.027 0.547
H -1.6690 0.3203 2.1532 -0.160 -0.519 -0.140
H -1.2838 -2.6026 -1.2275 0.441 0.119 0.223
```
Positions in Å, forces in eV/Å.

## Properties
charge = -1
total energy = -15093.987 eV
energy above the lowest of the compared OMol25 structures with the same formula, charge and spin = 90.0 kJ/mol
HOMO-LUMO gap = 8.56 eV
strongest force on any atom = 1.41 eV/Å
HOMO = -5.0 eV



No. 7
Formula: C5H14NOP
Source: OMol25
Level of theory: ωB97M-V with the def2-TZVPD basis set

The geometry in XYZ format:
```
22
Properties=species:S:1:pos:R:3:forces:R:3
N 0.8880 1.7321 -1.2167 0.685 0.746 -0.173
H -2.1163 1.3403 -0.7023 2.114 -0.723 0.378
C -1.5788 0.3419 -0.4403 -1.913 2.283 -2.039
H 1.6139 2.4416 -1.2777 -0.343 0.381 1.232
C 1.4669 -1.9131 -0.2381 -0.842 0.423 0.953
H -1.0584 0.0694 -1.4259 -1.236 -0.317 1.389
H 1.9111 1.0158 2.3358 -0.334 -1.044 -0.188
P 1.0815 0.6277 0.1290 -1.230 3.377 -1.932
C -2.9011 -0.3179 -0.0448 1.164 -3.204 0.075
O 1.3489 -0.6456 -0.8558 0.589 -0.029 0.532
H 3.1369 0.8753 1.2557 2.798 0.397 -0.963
H 1.1086 1.3490 -2.1012 -0.336 -1.547 -1.888
H 1.9852 -1.9319 0.7177 0.290 0.582 0.282
C -0.6033 0.4022 0.6656 0.287 0.825 1.644
H -3.4214 -0.3807 -0.9957 -0.890 0.133 0.290
H -3.4342 0.2375 0.7764 0.511 -0.693 -0.978
H 0.4739 -2.2889 -0.0166 -0.192 -0.466 -0.292
C 2.2347 0.4425 1.4443 -1.021 -0.548 2.964
H -2.6931 -1.4509 0.2333 -0.717 2.131 -0.055
H -0.5529 -0.5404 1.1632 -0.368 -1.193 0.593
H 2.0337 -2.5256 -0.8681 0.469 -1.094 -1.161
H -0.9240 1.1197 1.4622 0.514 -0.420 -0.661
```
Positions in Å, forces in eV/Å.

## Properties
total energy = -18232.549 eV
multiplicity = 3
energy above the lowest of the compared OMol25 structures with the same formula, charge and spin = 213.4 kJ/mol
HOMO-LUMO gap (spin up / spin down) = 4.78 / 8.49 eV
strongest force on any atom = 4.08 eV/Å
HOMO (spin up / spin down) = -3.7 / -10.1 eV



No. 8
Formula: C5H14NOS
Source: OMol25
Level of theory: ωB97M-V with the def2-TZVPD basis set

The geometry in XYZ format:
```
22
Properties=species:S:1:pos:R:3:forces:R:3
C -0.5629 1.5241 0.0284 0.287 -0.415 -0.465
H 0.7058 -1.6730 1.9041 0.044 0.056 -0.146
H -0.1037 3.3069 1.1177 0.225 0.054 0.050
O -0.1994 0.8410 -1.1622 0.454 -0.121 -0.028
H 0.1759 3.4480 -0.6280 -0.114 -0.041 0.010
H -0.3350 0.8587 0.8708 -0.235 0.020 0.108
H 0.6618 0.3397 -0.9626 -0.711 0.473 0.167
H 1.0721 -2.2619 -1.7571 0.142 -0.012 0.047
H -2.2990 2.4719 0.7991 -0.303 0.053 -0.090
H -2.6161 0.8993 0.0306 -0.137 0.060 -0.144
C 1.1756 -1.9279 0.9419 -0.246 -0.616 0.058
N 0.6539 -3.0324 -1.2463 -0.397 -0.129 -0.114
H -2.2843 2.3338 -0.9898 -0.061 0.028 -0.002
S 2.1475 -0.5478 0.2768 0.271 -0.140 -0.016
C -2.0557 1.8303 -0.0509 0.588 -0.173 0.480
H -0.5096 -1.6116 -0.3363 -0.223 -0.129 0.111
C 0.2680 2.7776 0.2344 -0.138 0.365 -0.240
H -0.5409 -3.1867 0.4935 0.062 -0.085 -0.065
H 1.4195 -3.6552 -1.0200 0.121 -0.016 0.095
H 1.7978 -2.8174 1.1287 0.276 0.247 0.221
H 1.3259 2.5420 0.3432 -0.051 -0.148 0.158
C 0.1026 -2.4595 -0.0158 0.148 0.669 -0.194
```
Positions in Å, forces in eV/Å.

## Properties
charge = -1
total energy = -19786.183 eV
energy above the lowest of the compared OMol25 structures with the same formula, charge and spin = 6.9 kJ/mol
HOMO-LUMO gap = 6.86 eV
strongest force on any atom = 0.87 eV/Å
HOMO = -3.0 eV



No. 9
Formula: C5H14NOS
Source: OMol25
Level of theory: ωB97M-V with the def2-TZVPD basis set

The geometry in XYZ format:
```
22
Properties=species:S:1:pos:R:3:forces:R:3
H 3.1096 -1.7076 0.4181 -0.494 0.070 -1.730
S 2.2839 -0.0417 2.1192 -1.158 0.350 0.616
H -0.3507 1.0104 -2.8986 1.678 -0.699 -0.614
H -1.4939 -1.7923 -0.5958 0.962 0.369 -0.818
C -0.9974 1.1764 -2.0879 -3.695 2.628 0.798
C -0.4974 -0.0077 1.5332 -1.622 -0.118 -1.305
N -1.1247 0.2086 -0.9583 1.509 3.844 0.673
H -1.5621 0.2567 1.8702 1.116 -0.583 -0.324
O 2.8933 -1.7149 -0.5747 -2.238 2.186 1.815
H -0.4828 -1.1098 1.2668 0.107 1.097 0.599
C 0.4784 0.2861 2.6718 1.866 2.135 -2.913
H -2.0247 1.3543 -2.6999 1.687 -0.810 1.537
H -0.6360 1.9209 0.4561 0.171 -2.586 -1.063
C -0.8536 -1.1389 -1.2602 -1.877 -1.671 -3.213
H 0.1846 -1.5416 -1.3759 -0.469 0.601 0.488
C -0.3224 0.7792 0.1654 0.410 2.004 2.656
H 2.1036 -1.0009 -0.4992 2.764 -2.280 -0.114
H 0.3971 1.3553 3.0271 0.012 -0.980 -0.431
H 0.2441 -0.3365 3.4457 -0.544 -1.623 2.199
H 0.7937 0.9404 0.0202 -1.031 -0.740 -0.437
H -0.8328 2.2643 -1.6642 -0.007 -2.322 -0.769
H -1.3098 -1.1608 -2.3791 0.854 -0.872 2.350
```
Positions in Å, forces in eV/Å.

## Properties
charge = -1
total energy = -19783.717 eV
energy above the lowest of the compared OMol25 structures with the same formula, charge and spin = 244.9 kJ/mol
HOMO-LUMO gap = 6.42 eV
strongest force on any atom = 4.60 eV/Å
HOMO = -2.9 eV



No. 10
Formula: C5H14NOS
Source: OMol25
Level of theory: ωB97M-V with the def2-TZVPD basis set

The geometry in XYZ format:
```
22
Properties=species:S:1:pos:R:3:forces:R:3
H -1.4176 -0.6606 1.7244 -0.122 -0.535 0.115
H 0.7569 -1.6314 -1.2555 -0.723 0.016 -0.028
H 1.4344 2.0260 -0.3568 -0.184 0.451 0.194
H 1.8935 -0.4795 -1.4721 -0.039 0.357 -0.214
H -0.8833 -1.5405 0.2155 -0.825 0.052 0.152
C -0.5877 -0.9616 1.0894 1.013 0.632 -0.437
C 0.0507 0.4604 -0.8974 0.062 0.804 0.697
C 0.8111 -0.6114 -1.6541 1.168 -0.629 0.227
H 0.8361 0.5783 0.9807 0.014 -0.271 0.186
N -0.0396 0.3006 0.5578 0.568 -0.056 -0.452
H -0.1172 2.5790 -1.2164 0.295 0.444 0.505
H 1.2669 -1.2998 2.2786 0.210 0.400 -0.021
H 1.2225 1.8750 -2.0757 -0.036 -0.009 -0.170
H 0.0997 -2.5674 2.4496 -0.382 0.380 0.151
C 0.4881 -1.8231 1.7446 -0.467 -1.246 0.244
H -1.5679 1.7435 0.7856 -0.134 -0.601 -0.118
H -0.9821 0.5025 -1.2180 -0.282 -0.200 -0.568
O -2.4238 1.6388 1.2223 -0.629 0.436 0.503
S 0.6192 -0.6783 -3.4258 -0.093 0.069 0.160
C 0.6877 1.8554 -1.1279 -0.367 -1.055 -0.768
H 0.9113 -2.4970 0.9976 0.511 0.411 -0.176
H -3.0589 1.1910 0.6535 0.443 0.148 -0.182
```
Positions in Å, forces in eV/Å.

## Properties
total energy = -19783.107 eV
multiplicity = 2
energy above the lowest of the compared OMol25 structures with the same formula, charge and spin = 31.3 kJ/mol
HOMO-LUMO gap (spin up / spin down) = 9.84 / 6.80 eV
strongest force on any atom = 1.36 eV/Å
HOMO (spin up / spin down) = -8.9 / -8.8 eV